[1]
{
  "formula": "C6H10O",
  "method": "the ωB97M-V functional and the def2-TZVPD basis",
  "elements": ["C", "C", "C", "C", "C", "C", "O", "H", "H", "H", "H", "H", "H", "H", "H", "H", "H"],
  "positions_angstrom": [[2.4022, -0.0421, -0.2400], [1.1226, 0.6510, 0.2488], [0.2375, -0.5092, 0.5963], [-0.7777, -0.9824, -0.1305], [-1.6706, -0.0168, -0.8748], [-2.3002, 0.5022, 0.4130], [-1.7746, 1.2954, 1.1562], [2.1523, -0.6950, -1.0840], [2.8013, -0.6841, 0.5543], [3.1809, 0.6582, -0.5491], [0.7093, 1.2890, -0.5393], [1.3280, 1.3015, 1.1070], [0.5581, -1.0638, 1.4746], [-1.2015, -1.9565, 0.1027], [-2.4060, -0.4859, -1.5363], [-1.1425, 0.7755, -1.4138], [-3.2191, -0.0368, 0.7149]],
  "forces_ev_per_a": [[0.2, 0.0, -0.1], [0.0, 0.0, 0.0], [0.2, -0.4, -0.2], [0.3, -0.1, 0.2], [0.0, 0.1, 0.0], [-0.2, 0.5, 0.2], [-0.7, 0.2, -0.5], [0.1, 0.2, 0.1], [0.0, 0.1, -0.2], [-0.1, 0.0, 0.0], [0.0, -0.2, 0.2], [-0.1, -0.2, -0.1], [0.3, -0.3, -0.3], [0.0, 0.2, 0.1], [0.2, 0.0, 0.2], [-0.1, -0.2, 0.2], [-0.1, 0.2, 0.0]],
  "total_charge": 0,
  "largest_force_ev_per_a": 0.9,
  "smiles": "CC/C=C\\CC=O",
  "homo_ev": -9.006
}

***

[2]
{
  "formula": "C6H10O",
  "method": "the ωB97M-V functional and the def2-TZVPD basis",
  "elements": ["C", "C", "C", "C", "C", "C", "O", "H", "H", "H", "H", "H", "H", "H", "H", "H", "H"],
  "positions_angstrom": [[-0.2932, -1.6749, 1.3074], [0.7887, -1.0387, 0.8671], [1.0820, -0.7412, -0.5770], [0.7336, 0.7098, -0.9538], [-0.7691, 0.9838, -0.8676], [-1.2694, 1.2791, 0.5315], [-0.6279, 1.8728, 1.3648], [-0.4841, -1.8024, 2.3687], [-1.0362, -2.0786, 0.6217], [1.4971, -0.6391, 1.5927], [0.5076, -1.4221, -1.2200], [2.1447, -0.9175, -0.7864], [1.2566, 1.4124, -0.2941], [1.0805, 0.9015, -1.9755], [-1.0249, 1.8743, -1.4614], [-1.3496, 0.1563, -1.2952], [-2.3122, 0.9569, 0.7439]],
  "forces_ev_per_a": [[0.1, 0.0, -0.1], [-0.2, -0.1, 0.1], [0.0, -0.1, 0.0], [0.0, 0.1, 0.0], [0.0, 0.0, 0.0], [0.2, 0.2, 0.2], [-0.3, -0.2, -0.3], [0.0, 0.0, -0.1], [0.1, 0.0, 0.0], [-0.1, 0.0, -0.1], [0.1, 0.1, 0.1], [-0.2, 0.0, 0.0], [-0.1, -0.1, -0.1], [0.0, 0.0, 0.1], [0.0, -0.1, 0.1], [0.1, 0.1, 0.1], [0.1, 0.1, 0.0]],
  "total_charge": 0,
  "largest_force_ev_per_a": 0.5,
  "smiles": "C=CCCCC=O",
  "homo_ev": -9.656
}